DFT (ωB97M-V/def2-TZVPD) results for 8 unconnected molecules or ions with the total composition C32H84N4O12 in a non-equilibrium geometry.

XYZ file:
```
132
Properties=species:S:1:pos:R:3:forces:R:3:mulliken_charge:R:1
C 3.7095 3.9067 2.7774 0.18 1.16 0.18 -0.767
O 4.2366 3.4369 1.5617 0.23 -0.32 0.15 -0.311
C 3.9361 2.0499 1.3562 0.18 1.14 0.61 -0.367
C 4.3997 1.6587 -0.0131 -0.32 -0.75 -0.88 -0.641
N 3.9808 0.2654 -0.2991 -0.15 1.18 0.36 -0.199
C 4.3609 -0.1498 -1.6316 0.46 -0.86 -0.22 -0.826
C 4.0323 -1.6324 -1.7713 0.26 -0.31 -0.05 -0.358
O 4.5208 -2.1623 -2.9796 -0.46 0.32 -0.47 -0.252
C 4.1232 -3.5070 -3.1998 0.50 0.28 0.55 0.228
H 4.1128 4.8961 3.0151 0.31 -0.02 -0.50 0.275
H 3.9971 3.3292 3.6595 -0.33 -0.56 -0.17 0.300
H 2.6375 4.1070 2.6975 -0.21 -0.62 0.19 0.308
H 2.8609 1.9350 1.5114 -0.07 -0.40 -0.29 0.358
H 4.4661 1.4729 2.1226 -0.07 -0.19 0.05 0.270
H 5.4840 1.7565 -0.1364 0.13 0.15 0.32 0.279
H 3.9743 2.3150 -0.7747 -0.24 0.02 0.12 0.327
H 4.4594 -0.2990 0.3937 -0.03 -0.34 -0.18 0.239
H 5.4362 -0.0087 -1.8043 0.09 -0.07 -0.13 0.352
H 3.8533 0.4068 -2.4208 -0.23 0.19 0.25 0.268
H 2.9519 -1.7999 -1.6997 -0.10 0.11 0.08 0.205
H 4.5108 -2.1733 -0.9426 -0.10 -0.03 0.20 0.281
H 3.0563 -3.6889 -3.0360 -0.16 0.26 -0.01 0.138
H 4.6781 -4.1362 -2.4986 -0.02 -0.29 -0.09 0.571
H 4.3757 -3.7693 -4.2211 0.03 0.12 -0.04 -0.827
C 6.9945 -1.2215 -11.5630 0.51 -0.05 0.74 -0.853
O 5.6916 -1.5157 -11.1263 -0.18 0.00 -0.36 -0.216
C 4.9319 -0.3730 -10.8412 -0.23 1.23 0.33 -0.824
C 3.7847 -0.7166 -9.9209 -0.58 -0.09 0.01 0.028
N 2.8111 -1.6226 -10.5070 0.26 -0.08 -0.36 -0.406
C 1.8306 -2.0731 -9.5230 0.30 -0.50 -0.58 0.062
C 1.1122 -3.3027 -10.0423 -0.16 -0.02 -0.42 -0.659
O 2.0602 -4.2594 -10.4782 0.09 -0.21 0.55 -0.260
C 1.4981 -5.4578 -10.9838 0.51 0.75 -0.33 -0.817
H 7.5153 -2.1706 -11.6782 -0.09 0.02 -0.36 0.245
H 7.5396 -0.6862 -10.7743 -0.05 0.12 0.04 0.338
H 7.0642 -0.6004 -12.4592 -0.30 -0.19 -0.22 0.317
H 4.5807 0.1917 -11.7154 -0.16 -0.67 -0.47 0.383
H 5.5404 0.4053 -10.3581 0.25 -0.31 0.42 0.457
H 3.2039 0.1761 -9.6699 0.44 0.28 0.12 0.364
H 4.1917 -1.1347 -8.9915 0.09 0.13 0.10 -0.142
H 3.3111 -2.4111 -10.9016 -0.18 -0.19 0.13 0.352
H 1.0637 -1.3031 -9.4179 0.11 0.12 0.40 0.211
H 2.3066 -2.3068 -8.5650 -0.17 0.11 0.20 -0.180
H 0.4851 -2.9982 -10.8895 -0.04 -0.08 -0.13 0.454
H 0.4528 -3.7357 -9.2836 0.04 0.06 0.18 0.342
H 2.3554 -6.0856 -11.2203 -0.15 -0.21 0.01 0.212
H 0.9766 -5.2174 -11.9150 -0.27 -0.27 0.00 0.363
H 0.8358 -5.9630 -10.2772 -0.06 0.06 0.09 0.284
C 3.3909 -6.8535 -2.2403 0.23 0.19 -0.61 -1.005
O 4.1475 -6.6022 -3.4052 -0.05 0.44 -0.39 0.500
C 5.3094 -7.3973 -3.5194 0.10 -0.60 0.30 -0.775
C 6.1068 -7.0781 -4.7768 -0.45 0.77 0.61 0.155
N 6.5309 -5.6667 -4.8395 -0.65 -0.62 -0.02 -0.435
C 6.8178 -5.3412 -6.2346 0.77 0.95 0.88 0.109
C 7.0645 -3.8371 -6.3717 -0.14 -0.71 -0.46 -1.043
O 5.8893 -3.1033 -6.1361 -0.24 0.23 0.41 -0.278
C 4.8984 -3.2275 -7.1198 -0.76 0.32 -0.29 -0.071
H 3.0758 -7.9008 -2.1946 0.10 -0.11 0.15 0.268
H 2.4992 -6.2341 -2.3313 -0.01 0.04 0.17 0.138
H 3.9662 -6.5647 -1.3566 -0.10 -0.14 0.20 0.360
H 4.9727 -8.4397 -3.5747 0.26 -0.14 0.00 0.206
H 5.9210 -7.2859 -2.6148 0.12 0.11 -0.02 0.364
H 5.4475 -7.2810 -5.6292 0.14 -0.39 -0.17 -0.435
H 7.0004 -7.7021 -4.7868 -0.15 -0.26 -0.23 0.523
H 5.7012 -5.1459 -4.5757 0.12 0.28 0.11 0.211
H 5.9863 -5.6345 -6.8789 0.26 -0.29 -0.35 -0.347
H 7.7663 -5.8306 -6.4714 -0.25 -0.27 -0.46 0.577
H 7.4497 -3.6378 -7.3805 0.00 0.12 -0.04 0.404
H 7.8070 -3.5193 -5.6407 -0.09 0.06 0.05 0.358
H 5.2065 -2.7984 -8.0783 0.23 -0.18 -0.08 0.352
H 4.0075 -2.6802 -6.8046 0.22 0.21 0.25 -0.055
H 4.5073 -4.2366 -7.2838 0.40 -0.25 0.01 -0.104
C 2.5969 -10.8394 -3.8282 0.20 0.18 -0.30 -0.505
O 3.8257 -10.5074 -4.4540 -0.04 0.15 0.19 0.041
C 4.5460 -11.6258 -4.9083 0.89 -0.23 0.61 -0.542
C 5.9431 -11.1585 -5.3362 0.13 -0.06 -0.57 -1.095
N 5.9371 -10.1707 -6.3985 -0.26 0.18 -0.23 -0.014
C 5.4446 -10.6190 -7.7060 0.48 0.57 0.42 -0.479
C 5.3548 -9.3597 -8.5802 -0.91 -1.40 0.29 -0.929
O 4.3847 -8.4932 -8.0073 0.40 0.56 -0.08 0.272
C 4.3924 -7.2522 -8.6895 -0.20 -0.06 -0.88 -0.867
H 2.0544 -11.5489 -4.4584 -0.30 0.11 0.03 0.451
H 2.0642 -9.8988 -3.7105 -0.24 -0.14 -0.07 -0.235
H 2.7035 -11.2772 -2.8314 0.33 -0.10 0.00 0.273
H 4.0079 -12.1385 -5.7116 -0.02 0.02 -0.10 0.391
H 4.6820 -12.3375 -4.0836 -0.13 -0.15 -0.01 0.460
H 6.5822 -11.9808 -5.6729 -0.39 -0.34 -0.01 0.456
H 6.5207 -10.7429 -4.5071 -0.44 0.12 0.27 0.343
H 5.3218 -9.4132 -6.1185 0.10 0.08 0.06 -0.186
H 4.4983 -11.1671 -7.6461 -0.27 0.25 -0.15 0.241
H 6.1607 -11.3173 -8.1463 0.13 0.09 -0.05 0.451
H 4.9926 -9.6656 -9.5673 0.29 0.17 -0.25 0.368
H 6.3461 -8.9064 -8.6264 -0.02 0.22 -0.07 0.432
H 3.8125 -6.4834 -8.1807 0.27 -0.13 0.52 -0.226
H 3.9204 -7.3096 -9.6801 -0.12 -0.42 -0.03 0.396
H 5.4158 -6.9442 -8.9177 0.06 0.32 0.45 0.505
C -0.1673 -7.8235 -3.1819 0.31 0.93 0.43 -0.186
C -0.1701 -8.0278 -1.6708 -0.07 -0.59 -0.76 -0.476
O 0.3736 -9.3226 -1.4287 0.15 -0.16 0.23 -0.520
H -0.8357 -8.5069 -3.7009 0.00 -0.03 0.07 0.456
H 0.8439 -7.9021 -3.5827 0.00 -0.23 0.02 -0.436
H -0.4579 -6.7847 -3.3664 -0.28 -0.09 -0.25 0.221
H -1.2071 -7.9998 -1.3245 0.07 0.12 0.24 0.351
H 0.4179 -7.2681 -1.1527 -0.07 0.12 -0.08 0.284
H 0.9627 -9.2867 -0.6717 -0.08 -0.04 0.06 0.302
C 1.1299 -1.1195 -4.1749 -0.18 -0.03 -1.06 -0.677
C 0.1228 -1.8417 -3.3304 -0.42 -0.31 0.20 -0.188
O -0.3674 -2.9997 -4.0307 0.57 0.08 -0.53 -0.510
H 1.9002 -1.7963 -4.5475 0.33 0.13 0.44 -0.099
H 1.5452 -0.2628 -3.6479 0.18 -0.16 0.12 0.294
H 0.6662 -0.7381 -5.0892 -0.16 0.07 0.10 0.384
H -0.7304 -1.1871 -3.1420 0.08 0.05 0.37 0.374
H 0.6086 -2.1597 -2.4048 -0.24 0.07 0.19 0.285
H -1.0217 -3.4936 -3.5339 0.00 0.20 0.27 0.251
C 1.0959 -8.6029 -7.8104 0.57 -0.01 0.94 -0.462
C 1.0565 -9.8345 -6.9057 -0.58 0.06 -0.78 0.725
O -0.0175 -10.6631 -7.3797 0.24 -0.29 0.37 -0.613
H 1.8844 -7.9220 -7.4839 0.07 -0.03 -0.15 -0.477
H 0.1556 -8.0540 -7.7216 -0.10 -0.06 -0.21 0.594
H 1.2876 -8.9235 -8.8319 -0.11 0.14 -0.07 0.328
H 0.9194 -9.6070 -5.8459 -0.04 0.25 -0.02 -0.237
H 1.9664 -10.4287 -6.9855 0.02 0.04 -0.11 -0.227
H -0.7978 -10.1050 -7.4385 -0.05 -0.03 0.00 0.355
C 2.0722 -5.6300 -5.4665 -0.67 -0.41 0.75 0.881
C 1.2098 -4.9274 -6.4885 0.49 -0.42 -0.09 -0.069
O 1.3241 -3.5244 -6.3656 -0.14 -0.10 -0.25 -0.173
H 1.7993 -6.6891 -5.4609 0.43 -0.13 -0.09 -0.273
H 1.8129 -5.2848 -4.4600 -0.04 0.13 -0.01 0.195
H 3.1485 -5.4926 -5.5479 -0.04 -0.04 -0.40 -0.539
H 0.1695 -5.2631 -6.4041 -0.09 0.13 0.21 0.354
H 1.5204 -5.2741 -7.4794 0.09 0.55 -0.20 -0.227
H 0.9090 -3.3297 -5.5115 -0.12 0.16 -0.15 -0.132
```
Positions in Å, forces in eV/Å.

Its SMILES is COCCNCCOC.COCCNCCOC.COCCNCCOC.COCCNCCOC.CCO.CCO.CCO.CCO. The HOMO energy comes out at -0.3083 Eh. As for the charge: 0. The multiplicity is 1. The value obtained for the energy above the lowest of the compared OMol25 structures with the same formula, charge and spin is 12.6 kJ/mol. The calculation puts the total energy at -2391.2922 hartree.